(1)
3
Properties=species:S:1:pos:R:3:forces:R:3:nbo_charge:R:1 method="wB97M-V/def2-TZVPD" e_homo_ha=-0.3605 gap_ha=0.39733 de_lowest_ev=0.0853 multiplicity=1 e_tot_ev=-10867.4286 e_lumo_ev=1.00 smiles=S
S -0.048 0.438 -0.403 1.8 -0.3 -0.8 -0.29
H 0.946 -0.496 -0.095 -1.2 0.9 -0.1 0.16
H -0.898 0.058 0.498 -0.6 -0.6 1.0 0.13

***

(2)
140
Properties=species:S:1:pos:R:3:forces:R:3:lowdin_charge:R:1 method="wB97M-V/def2-TZVPD" e_homo_ha=-0.7545 gap_ha=0.33062 de_lowest_ev=5.4000 multiplicity=1 e_tot_ev=-91202.1270 e_lumo_ev=-11.54 total_charge=+6
C 27.153 14.789 13.550 0.8 1.0 -0.1 -0.05
C 28.254 13.753 13.759 -1.5 -0.6 0.2 -0.19
N 29.386 14.325 14.431 2.4 0.8 2.2 -0.06
C 30.505 14.951 13.790 -0.8 0.0 3.6 0.02
C 31.316 15.374 14.858 -0.5 -0.8 -0.8 0.01
N 30.807 14.904 16.071 -3.2 -0.9 -2.7 -0.09
C 29.591 14.333 15.800 1.6 0.7 -2.0 0.05
C 31.383 14.946 17.397 1.0 1.1 0.1 0.03
H 26.171 14.442 13.227 0.5 -0.3 -0.4 0.06
H 27.634 15.490 12.868 -0.7 0.3 -0.5 0.07
H 26.983 15.394 14.441 0.1 -0.3 0.3 0.09
H 28.646 13.330 12.834 -0.4 -0.1 -0.1 0.11
H 27.817 12.961 14.368 0.5 -0.3 0.0 0.13
H 30.558 15.017 12.713 0.1 0.3 0.2 0.13
H 32.217 15.970 14.853 0.1 -0.2 -0.1 0.15
H 28.934 13.960 16.572 -0.1 -0.2 -0.2 0.17
H 32.437 15.130 17.187 0.1 -0.1 0.6 0.11
H 31.242 14.026 17.963 -0.1 0.1 -0.3 0.12
H 30.987 15.817 17.919 0.0 -0.2 0.2 0.12
C 24.503 10.448 5.747 0.8 0.9 0.7 -0.05
C 25.670 9.552 6.241 -1.9 0.1 -1.0 -0.15
N 26.968 10.232 6.215 1.9 0.7 2.4 -0.01
C 27.515 10.884 5.125 -1.1 -0.8 0.2 0.00
C 28.759 11.243 5.458 2.0 0.3 0.3 -0.02
N 29.070 10.819 6.755 -3.5 0.9 0.3 -0.06
C 27.874 10.342 7.262 0.5 -1.2 -2.4 0.03
C 30.297 11.177 7.481 0.6 -0.3 -0.1 0.02
H 23.569 9.888 5.794 0.1 0.2 -0.1 0.10
H 24.640 10.901 4.765 0.1 -0.7 -0.4 0.07
H 24.466 11.349 6.360 -0.4 -0.2 0.5 0.06
H 25.614 8.706 5.556 1.0 -0.1 -0.1 0.14
H 25.395 9.130 7.208 0.6 0.5 0.2 0.11
H 26.899 10.995 4.245 0.5 0.0 -0.2 0.15
H 29.534 11.764 4.916 -0.2 -0.1 -0.3 0.15
H 27.729 9.903 8.238 -0.1 0.2 -0.1 0.13
H 30.185 11.711 8.424 -0.8 -0.2 0.0 0.08
H 30.905 11.856 6.883 -0.1 -0.3 -0.3 0.11
H 30.858 10.262 7.668 0.1 0.1 -0.1 0.11
C 23.564 15.091 8.836 -1.5 0.0 1.9 -0.04
C 22.350 16.120 8.689 1.7 -2.1 -0.5 -0.11
N 22.854 17.246 7.917 -1.7 1.0 -3.2 -0.06
C 23.736 18.178 8.332 0.2 1.9 -1.9 -0.01
C 23.885 19.079 7.245 0.7 -0.5 1.3 0.03
N 23.137 18.649 6.168 0.5 -2.7 3.7 -0.10
C 22.490 17.559 6.606 0.3 -1.1 1.4 0.03
C 23.023 19.216 4.881 -1.0 2.1 -1.4 0.01
H 23.191 14.263 9.439 -0.3 -0.2 0.0 0.07
H 24.308 15.482 9.530 0.4 0.4 -0.4 0.04
H 24.003 14.564 7.989 -0.2 0.8 -0.4 0.08
H 21.906 16.417 9.639 0.7 0.4 0.1 0.10
H 21.524 15.585 8.219 0.1 0.4 -0.7 0.14
H 24.123 18.145 9.339 0.1 0.4 -0.2 0.14
H 24.472 19.980 7.144 0.0 -0.1 0.2 0.14
H 21.844 16.911 6.031 -0.1 0.2 -0.1 0.18
H 22.949 18.518 4.047 -0.1 -0.2 0.4 0.12
H 23.793 19.952 4.649 0.3 -0.3 0.4 0.12
H 22.122 19.819 4.990 -0.2 0.0 -0.9 0.13
C 26.903 1.738 12.166 0.9 0.4 0.0 -0.04
C 27.528 2.647 11.035 -1.1 -1.1 0.6 -0.12
N 26.796 3.885 10.822 -1.8 3.9 1.0 -0.03
C 25.505 4.188 11.257 -0.7 1.3 -1.0 0.03
C 25.158 5.446 10.775 0.8 -1.3 1.2 0.02
N 26.305 5.977 10.228 -0.9 -1.1 0.7 -0.11
C 27.238 5.038 10.243 0.8 -1.6 0.1 -0.02
C 26.461 7.283 9.679 0.7 0.5 -1.7 -0.02
H 27.746 1.222 12.627 0.0 -0.3 -0.3 0.09
H 26.163 0.982 11.900 0.1 0.3 -0.5 0.09
H 26.511 2.280 13.027 -0.1 0.5 -0.3 0.08
H 27.386 2.242 10.033 1.0 -1.0 0.3 0.14
H 28.546 2.905 11.326 0.0 -0.2 -0.5 0.13
H 24.831 3.625 11.886 0.5 -0.7 -0.3 0.14
H 24.214 5.966 10.840 0.2 0.1 0.1 0.14
H 28.218 5.178 9.813 0.0 -0.2 0.1 0.17
H 27.319 7.828 10.070 -0.3 0.0 0.7 0.08
H 25.547 7.877 9.682 0.2 -0.3 0.3 0.10
H 26.774 7.114 8.649 -0.4 0.3 -0.4 0.10
C 27.717 8.886 13.276 -0.3 0.0 0.4 -0.05
C 29.200 8.749 13.605 -0.9 -2.4 1.4 -0.19
N 29.960 9.895 13.311 3.2 3.1 -0.6 -0.07
C 29.971 10.480 12.047 2.9 3.0 2.4 0.04
C 30.942 11.537 12.193 -0.8 -1.3 -0.6 -0.01
N 31.587 11.493 13.433 -2.6 -1.9 0.0 -0.05
C 30.944 10.481 14.113 -1.1 -0.2 -1.8 0.06
C 32.723 12.326 13.926 0.0 0.2 0.5 0.03
H 27.046 8.134 13.692 0.7 -0.9 -0.1 0.10
H 27.576 8.887 12.195 -0.3 0.4 0.2 0.04
H 27.238 9.722 13.786 0.5 0.7 -0.5 0.08
H 29.653 7.905 13.084 -0.1 0.0 -0.3 0.14
H 29.399 8.486 14.644 -0.3 0.2 0.2 0.14
H 29.350 10.173 11.219 0.0 0.2 0.3 0.12
H 31.239 12.324 11.515 0.0 -0.3 -0.2 0.12
H 31.114 10.110 15.113 0.3 0.2 0.0 0.17
H 33.673 11.792 13.883 -0.2 -0.1 -0.2 0.12
H 32.552 12.645 14.954 -0.2 -0.6 0.2 0.09
H 32.819 13.298 13.442 -0.3 -0.5 -0.8 0.09
C 25.703 16.448 4.568 0.8 0.7 -1.7 -0.04
C 27.048 16.878 5.186 -1.2 0.5 -0.9 -0.15
N 27.209 16.049 6.341 1.4 -0.8 5.3 -0.05
C 27.542 14.712 6.373 -0.6 -1.3 2.2 0.03
C 27.513 14.221 7.738 1.0 1.9 -3.6 0.01
N 27.341 15.346 8.467 -0.3 2.0 0.1 -0.10
C 27.133 16.439 7.694 0.3 -1.9 -1.7 0.04
C 27.456 15.490 9.931 -0.3 -0.2 -0.1 0.01
H 24.832 16.832 5.099 0.1 -0.6 0.3 0.05
H 25.729 15.391 4.304 -0.4 -0.2 0.8 0.08
H 25.620 16.855 3.561 0.1 0.5 0.0 0.10
H 27.038 17.924 5.489 0.0 -0.1 0.2 0.14
H 27.910 16.777 4.526 -0.2 -0.3 -0.1 0.15
H 27.770 14.142 5.484 -0.2 0.2 0.0 0.13
H 27.797 13.278 8.181 -0.3 0.1 -0.1 0.10
H 27.005 17.403 8.164 -0.1 0.2 -0.7 0.16
H 27.963 16.412 10.215 0.2 0.0 -0.4 0.11
H 28.037 14.638 10.284 -0.4 0.0 0.2 0.09
H 26.449 15.546 10.346 0.2 -0.5 0.2 0.08
C 23.641 12.646 14.034 0.9 1.7 0.7 -0.04
C 23.125 13.975 14.643 -0.2 -0.1 0.0 -0.16
N 22.042 14.566 13.832 -0.9 0.3 -0.9 -0.05
C 22.194 15.199 12.588 -2.7 0.2 0.9 0.03
C 20.898 15.659 12.278 1.9 0.2 -0.1 -0.01
N 20.055 15.396 13.330 0.1 -2.0 -0.8 -0.06
C 20.723 14.581 14.150 1.5 1.4 1.4 0.02
C 18.586 15.609 13.378 -0.5 -0.3 -0.4 0.05
H 24.333 12.945 13.247 -0.2 -0.2 -0.5 0.03
H 22.906 11.946 13.636 0.1 0.1 0.5 0.10
H 24.318 12.299 14.815 -0.3 -0.9 0.0 0.08
H 23.930 14.699 14.770 0.2 0.2 -1.0 0.12
H 22.857 14.029 15.698 -0.9 -1.0 -0.1 0.13
H 23.148 15.285 12.088 -0.2 -0.1 0.0 0.12
H 20.533 16.135 11.380 0.0 0.1 0.3 0.12
H 20.370 14.253 15.117 -0.2 -0.2 -0.1 0.18
H 18.332 16.562 12.913 0.2 0.2 0.6 0.11
H 18.209 15.457 14.390 0.3 0.6 0.1 0.11
H 18.017 14.883 12.797 0.6 -0.4 -0.3 0.11
P 25.813 11.581 10.371 -1.6 1.5 -0.2 0.33
F 25.812 10.103 9.680 -0.3 0.9 -0.3 -0.18
F 25.516 12.322 8.882 -0.1 -1.0 1.5 -0.21
F 24.168 11.581 10.744 2.4 0.0 -1.0 -0.18
F 25.986 13.107 11.055 -0.7 -1.2 -0.2 -0.22
F 26.094 10.834 11.762 0.4 0.8 -0.1 -0.15
F 27.419 11.749 10.018 0.1 -0.7 0.1 -0.22

***

(3)
18
Properties=species:S:1:pos:R:3:forces:R:3:nbo_charge:R:1 method="wB97M-V/def2-TZVPD" e_homo_ha=-0.5100 gap_ha=0.38837 de_lowest_ev=1.9573 multiplicity=1 e_tot_ev=-7768.6732 e_lumo_ev=-3.31 smiles=CC(N)(N)C[NH3+] total_charge=+1
C -1.150 -1.394 -0.109 0.1 1.7 0.4 -0.63
C 0.886 0.030 0.812 -2.4 1.4 4.1 -0.29
C -0.529 0.062 0.027 0.7 -1.8 -1.5 0.29
N 2.006 0.403 0.005 1.8 -4.5 -3.4 -0.74
N -1.378 1.043 0.645 -1.3 -0.2 0.3 -0.84
N -0.152 0.511 -1.326 0.7 2.6 0.4 -0.89
H -2.189 -1.342 -0.485 0.7 0.0 -0.1 0.24
H -1.173 -1.916 0.832 0.0 0.0 0.5 0.22
H -0.496 -1.945 -0.746 0.2 -0.6 -0.7 0.21
H 0.844 0.800 1.726 -0.1 -1.6 -2.1 0.25
H 0.895 -0.940 1.306 0.9 -0.1 -0.4 0.24
H 2.577 1.136 0.281 0.7 2.3 1.0 0.43
H 2.788 -0.395 -0.139 -2.6 1.9 0.3 0.44
H -1.630 0.674 1.580 0.2 0.6 -0.6 0.38
H -2.295 1.105 0.144 1.1 -0.1 0.4 0.39
H 1.453 0.581 -1.010 0.2 -0.1 1.2 0.45
H -0.288 1.555 -1.312 0.0 -1.5 -0.9 0.42
H -0.170 0.031 -2.230 -0.8 0.1 0.9 0.44

***

(4)
17
Properties=species:S:1:pos:R:3:forces:R:3:nbo_charge:R:1 method="wB97M-V/def2-TZVPD" e_homo_ha=-0.3069 gap_ha=0.33295 de_lowest_ev=3.5837 multiplicity=1 e_tot_ev=-19700.7197 e_lumo_ev=0.71 smiles="CON(C=S)C1CC1"
C 1.333 -1.815 0.398 -0.7 -0.2 -0.1 -0.25
C -1.650 -1.131 -0.183 -0.3 -0.1 0.2 -0.08
C -0.320 0.852 -0.681 0.1 0.2 -0.4 -0.09
C 0.835 1.637 -0.137 1.0 -0.2 0.4 -0.42
C -0.553 1.900 0.352 -0.5 0.5 0.8 -0.40
H 1.770 -0.994 0.942 0.2 0.3 0.2 0.18
H 0.694 -2.408 1.058 0.0 0.1 0.0 0.18
H 2.099 -2.458 0.004 0.3 -0.2 -0.3 0.20
H -1.554 -2.223 -0.140 0.1 0.3 -0.1 0.21
H -0.635 1.060 -1.698 0.0 0.1 0.0 0.22
H 1.554 1.151 0.559 -0.8 0.4 -0.7 0.22
H 1.306 2.343 -0.821 -0.2 -0.2 0.2 0.23
H -1.081 2.830 0.078 0.4 -0.7 0.0 0.23
H -0.796 1.539 1.364 0.1 0.2 -0.7 0.23
N -0.465 -0.513 -0.331 -0.1 -0.7 0.3 -0.14
O 0.584 -1.353 -0.732 0.1 0.1 0.0 -0.37
S -3.119 -0.416 -0.031 0.3 -0.1 -0.1 -0.14